No. 1
Formula: C52H66AsN6O2P2RhS
Source: the OMol25 dataset
Level of theory: ωB97M-V/def2-TZVPD

Structure (XYZ):
```
131
Properties=species:S:1:pos:R:3:mulliken_charge:R:1
Rh 0.079 1.114 -0.616 -1.747
C 7.512 1.878 3.726 -1.636
C 6.498 1.677 2.637 0.825
C 5.208 1.234 2.927 -0.911
C 4.277 1.035 1.923 0.174
C 4.642 1.287 0.608 -0.572
C 5.918 1.732 0.288 -0.553
C 6.836 1.923 1.306 -0.760
S 3.499 0.994 -0.691 2.005
O 3.964 1.695 -1.865 -0.829
O 3.254 -0.419 -0.818 -0.793
N 2.081 1.638 -0.188 0.883
C 1.921 3.014 -0.205 -0.063
C 2.904 4.001 -0.094 -1.018
C 2.505 5.318 -0.128 -0.644
C 1.154 5.642 -0.270 -1.341
C 0.249 4.619 -0.368 0.039
N 0.617 3.323 -0.341 1.144
H 7.058 1.812 4.713 0.347
H 7.997 2.849 3.634 0.390
H 8.294 1.118 3.664 0.348
H 4.929 1.046 3.957 0.391
H 3.275 0.697 2.159 0.212
H 6.181 1.931 -0.743 0.545
H 7.833 2.270 1.065 0.438
H 3.943 3.733 0.011 0.452
H 3.244 6.104 -0.042 0.481
H 0.820 6.669 -0.298 0.481
H -0.808 4.820 -0.465 0.097
C -3.397 2.953 -3.286 -1.665
C -2.134 2.134 -2.997 1.142
C -0.921 3.045 -3.189 -1.686
P -2.174 1.180 -1.406 2.054
C -3.207 1.959 -0.089 1.826
C -4.721 2.012 -0.306 -1.805
C -2.682 3.309 0.390 -1.251
C -3.133 -0.350 -1.835 2.291
C -4.256 -0.146 -2.862 -1.903
C -2.254 -1.495 -2.314 -1.958
H -3.293 3.413 -4.270 0.497
H -3.507 3.762 -2.562 0.283
H -4.311 2.367 -3.293 0.287
H -2.066 1.324 -3.732 0.535
H -1.028 3.967 -2.618 0.374
H -0.851 3.322 -4.242 0.607
H 0.025 2.592 -2.901 0.159
H -3.029 1.240 0.715 -1.345
H -5.003 2.678 -1.120 0.318
H -5.180 2.402 0.604 0.502
H -5.155 1.032 -0.489 0.223
H -2.778 4.075 -0.382 0.297
H -1.641 3.258 0.709 -0.089
H -3.272 3.640 1.246 0.590
H -3.603 -0.636 -0.891 -1.479
H -3.857 0.087 -3.850 0.383
H -4.981 0.615 -2.590 0.369
H -4.791 -1.093 -2.950 0.521
H -1.767 -1.251 -3.262 0.288
H -2.877 -2.375 -2.488 0.662
H -1.478 -1.764 -1.607 0.197
C -1.838 -1.029 1.553 0.593
C -2.389 -0.317 2.781 -1.652
As -3.486 -1.542 3.926 0.124
C -4.500 -2.376 2.482 0.171
C -4.777 -3.740 2.470 -0.326
C -5.582 -4.288 1.478 -0.673
C -6.132 -3.478 0.495 -0.697
C -5.889 -2.110 0.518 -0.341
C -5.083 -1.567 1.508 -0.339
C -2.040 -2.827 4.220 0.140
C -1.312 -2.628 5.393 -0.453
C -0.203 -3.413 5.681 -0.720
C 0.192 -4.409 4.798 -0.667
C -0.536 -4.629 3.636 -0.808
C -1.650 -3.848 3.354 0.219
P -0.173 -0.608 0.894 4.057
C 0.548 -2.222 0.576 1.402
C 1.916 -2.422 0.738 -0.878
C 2.462 -3.678 0.524 -1.104
C 1.649 -4.734 0.141 -0.975
C 0.281 -4.542 -0.014 -0.973
C -0.271 -3.295 0.205 -0.509
C 0.648 0.089 2.344 0.296
C 1.201 -0.745 3.314 0.045
C 1.713 -0.197 4.483 -1.139
C 1.661 1.173 4.697 -1.010
C 1.072 2.004 3.750 -0.717
C 0.558 1.461 2.586 -0.319
H -2.570 -1.140 0.758 -0.504
H -1.597 -2.048 1.868 0.017
H -3.005 0.553 2.562 0.360
H -1.596 0.014 3.451 0.713
H -4.371 -4.386 3.239 0.513
H -5.788 -5.350 1.482 0.456
H -6.766 -3.906 -0.269 0.449
H -6.350 -1.465 -0.221 0.479
H -4.932 -0.491 1.536 0.470
H -1.620 -1.864 6.097 0.424
H 0.340 -3.258 6.605 0.506
H 1.048 -5.031 5.028 0.427
H -0.248 -5.421 2.956 0.459
H -2.230 -4.064 2.464 0.436
H 2.561 -1.605 1.022 0.466
H 3.526 -3.826 0.655 0.538
H 2.079 -5.713 -0.031 0.440
H -0.356 -5.368 -0.302 0.496
H -1.341 -3.173 0.097 0.279
H 1.226 -1.819 3.174 0.359
H 2.143 -0.850 5.230 0.556
H 2.061 1.595 5.609 0.455
H 1.006 3.070 3.925 0.537
H 0.079 2.130 1.877 -0.131
C 1.687 0.818 -6.226 -1.137
C 2.417 -0.516 -6.097 0.756
C 1.509 -1.690 -6.451 -1.327
C 3.055 -0.680 -4.716 -1.435
N 2.065 -0.646 -3.630 1.323
C 1.593 0.393 -2.973 -2.318
N 0.737 -0.074 -2.076 1.794
N 0.726 -1.414 -2.193 0.446
N 1.509 -1.763 -3.129 -1.491
H 1.372 0.978 -7.257 0.445
H 2.322 1.661 -5.940 0.352
H 0.782 0.836 -5.610 0.059
H 3.263 -0.509 -6.789 0.337
H 0.656 -1.753 -5.771 0.157
H 2.044 -2.639 -6.405 0.375
H 1.117 -1.572 -7.461 0.432
H 3.764 0.119 -4.503 0.407
H 3.566 -1.635 -4.614 0.474
H 1.912 1.410 -3.116 0.799
```

Values from the calculation:
gap between HOMO and LUMO = 5.7 eV
energy above the lowest of the compared OMol25 structures with the same formula, charge and spin = 0.0000 eV
LUMO = -6.892 eV
highest occupied orbital energy = -0.4624 Ha
total charge = +2
molar mass = 1078.98 g mol⁻¹

No. 2
Formula: C52H66BKN9O5S7
Source: the OMol25 dataset
Level of theory: ωB97M-V/def2-TZVPD

Structure (XYZ):
```
141
Properties=species:S:1:pos:R:3:mulliken_charge:R:1
K -0.741 -1.002 0.566 2.635
C -4.344 2.555 -1.382 -1.771
C -3.252 2.453 -2.396 0.011
C -3.494 2.327 -3.718 -0.442
C -2.416 2.188 -4.645 -0.173
N -1.196 2.096 -4.233 -0.278
N -0.942 2.207 -2.913 0.741
B 0.523 1.986 -2.531 -1.847
N 1.393 1.455 -3.737 0.807
N 1.917 2.026 -4.807 -1.106
C 2.684 1.259 -5.541 -0.071
C 2.920 -0.099 -5.195 -0.360
C 2.395 -0.669 -4.074 -0.018
C 2.611 -2.088 -3.662 -1.006
C 1.592 0.210 -3.314 0.147
S 0.714 0.145 -1.844 0.998
C 3.345 1.879 -6.766 2.191
C 4.870 1.848 -6.558 -1.765
C 2.897 3.328 -6.960 -1.723
C 2.977 1.067 -8.016 -1.617
N 1.174 3.271 -1.961 0.448
N 0.826 4.232 -2.845 0.070
C 1.118 5.466 -2.621 0.211
C 1.783 5.836 -1.417 -0.758
C 2.173 4.891 -0.537 0.309
C 2.843 5.258 0.752 -1.846
C 1.925 3.485 -0.841 -0.039
S 2.521 2.266 0.129 -0.021
C 0.708 6.497 -3.669 2.609
C -0.047 5.832 -4.821 -1.823
C 1.973 7.173 -4.212 -1.680
C -0.201 7.547 -3.011 -1.836
C -1.871 2.493 -1.949 1.111
S -1.438 2.774 -0.367 -0.327
C -2.663 2.112 -6.145 2.550
C -3.479 0.851 -6.456 -1.857
C -3.449 3.359 -6.578 -1.691
C -1.343 2.067 -6.914 -1.998
H -5.320 2.420 -1.852 0.375
H -4.307 3.529 -0.888 0.372
H -4.204 1.812 -0.595 0.270
H -4.519 2.289 -4.075 0.351
H 3.537 -0.709 -5.845 0.482
H 3.083 -2.655 -4.464 0.415
H 1.664 -2.551 -3.383 0.003
H 3.248 -2.142 -2.774 0.048
H 5.148 2.432 -5.677 0.360
H 5.374 2.276 -7.429 0.464
H 5.237 0.828 -6.421 0.326
H 3.134 3.933 -6.082 0.370
H 1.819 3.390 -7.123 0.097
H 3.412 3.750 -7.829 0.492
H 3.318 0.031 -7.944 0.345
H 3.450 1.512 -8.897 0.479
H 1.895 1.063 -8.171 0.215
H 1.968 6.883 -1.197 0.307
H 3.049 6.330 0.786 0.377
H 3.765 4.693 0.877 0.351
H 2.198 4.985 1.591 0.316
H 0.558 5.051 -5.289 -0.029
H -0.306 6.588 -5.571 0.572
H -0.966 5.358 -4.463 0.268
H 2.631 6.436 -4.681 0.224
H 2.534 7.673 -3.416 0.345
H 1.706 7.924 -4.962 0.480
H -1.067 7.066 -2.550 0.336
H -0.558 8.258 -3.763 0.463
H 0.327 8.112 -2.239 0.361
H -4.437 0.854 -5.929 0.356
H -2.929 -0.045 -6.154 0.352
H -3.682 0.787 -7.529 0.472
H -4.455 3.370 -6.151 0.358
H -3.544 3.383 -7.668 0.492
H -2.934 4.270 -6.258 0.208
H -0.773 1.168 -6.664 0.236
H -0.719 2.929 -6.666 0.128
H -1.549 2.069 -7.989 0.535
O -2.858 -1.639 3.884 -0.729
C -2.261 -0.775 3.231 -0.088
N -2.523 -0.318 2.011 -0.055
C -3.684 -0.257 1.340 -0.223
O -4.757 0.212 1.704 -0.718
C -3.617 -0.843 -0.070 0.910
C -4.548 -1.837 -0.366 -0.904
C -4.526 -2.426 -1.619 -0.782
C -3.601 -1.981 -2.551 -0.966
C -2.727 -0.974 -2.178 -0.549
N -2.711 -0.417 -0.963 0.867
C -1.000 -0.166 3.834 0.442
C -0.969 0.072 5.206 -0.741
C 0.153 0.666 5.753 -0.392
C 1.220 0.987 4.921 -0.911
C 1.112 0.694 3.573 -0.276
N 0.028 0.132 3.032 0.472
H -5.266 -2.124 0.391 0.574
H -5.219 -3.223 -1.867 0.426
H -3.536 -2.417 -3.541 0.551
H -1.993 -0.603 -2.885 0.292
H -1.827 -0.211 5.802 0.491
H 0.199 0.877 6.816 0.397
H 2.117 1.452 5.309 0.462
H 1.923 0.919 2.884 0.371
C 4.615 -1.585 3.600 0.487
C 5.571 -1.280 2.429 -0.939
S 4.869 -0.201 1.140 -0.055
C 4.253 -1.403 -0.079 -0.089
C 3.447 -2.581 0.454 -0.882
S 2.018 -2.056 1.432 0.096
C 1.779 -3.511 2.484 -1.013
C 2.461 -3.443 3.846 -0.555
S 4.281 -3.365 3.825 -0.244
H 3.656 -1.110 3.424 -0.692
H 5.024 -1.209 4.536 0.519
H 5.941 -2.191 1.957 0.423
H 6.438 -0.729 2.791 0.423
H 5.117 -1.792 -0.623 0.658
H 3.660 -0.789 -0.764 -0.575
H 4.080 -3.203 1.085 0.475
H 3.055 -3.180 -0.373 0.266
H 2.106 -4.389 1.925 0.501
H 0.699 -3.592 2.628 0.472
H 2.248 -4.365 4.391 0.450
H 2.084 -2.608 4.439 0.177
C -4.055 -8.289 -2.473 -1.461
C -3.139 -7.114 -2.238 1.148
C -3.283 -6.301 -1.121 -0.911
C -2.433 -5.222 -0.903 -0.347
C -1.425 -4.950 -1.814 -0.326
C -1.268 -5.752 -2.940 -0.591
C -2.120 -6.822 -3.147 -0.840
S -0.314 -3.588 -1.548 1.410
O 1.004 -4.180 -1.372 -0.739
O -0.414 -2.777 -2.754 -0.715
O -0.824 -2.926 -0.344 -0.544
H -4.783 -8.387 -1.667 0.334
H -3.487 -9.220 -2.533 0.330
H -4.601 -8.179 -3.412 0.321
H -4.073 -6.511 -0.408 0.297
H -2.550 -4.581 -0.038 0.308
H -0.479 -5.524 -3.650 0.405
H -1.996 -7.446 -4.027 0.340
```

Values from the calculation:
gap between HOMO and LUMO = 7.1 eV
energy above the lowest of the compared OMol25 structures with the same formula, charge and spin = 0.5599 eV
LUMO = 1.693 eV
highest occupied orbital energy = -0.1994 Ha
total charge = -1
molar mass = 1171.54 g mol⁻¹

molar mass of number 1 (C52H66AsN6O2P2RhS)? 1078.98 g mol⁻¹

What is the formula in the second record? C52H66BKN9O5S7